The following is a DFT calculation (the ωB97M-V functional and the def2-TZVPD basis) of a single C20H24N4O2 molecule at a distorted geometry.

CARTESIAN COORDINATES (ANGSTROEM)
C: 3.3655 1.8840 -2.1798
C: 2.1208 1.9506 -3.0644
N: 0.8571 1.6484 -2.3657
C: -0.1262 2.7456 -2.2134
C: -1.0747 2.8216 -3.4155
C: 0.5216 0.3406 -1.9919
O: 1.2919 -0.5215 -2.3767
C: -0.7413 -0.0830 -1.2435
C: -0.4444 -0.4537 0.2290
C: -0.4342 -1.6762 0.8870
C: -0.6694 -3.0339 0.3794
C: -0.0031 -3.4467 -0.7640
C: -0.1627 -4.7526 -1.2258
C: -0.9767 -5.6383 -0.5270
O: -1.0389 -6.9351 -0.9400
C: -1.7100 -5.2234 0.5943
C: -1.5222 -3.9145 1.0510
N: -0.1904 -1.4870 2.2567
C: -0.0764 -0.2020 2.4132
C: 0.0944 0.5465 3.6623
C: 0.1449 -0.0729 5.0287
C: -0.0505 1.8932 3.5631
C: -0.2682 2.5571 2.2572
C: -0.4268 4.0471 2.1963
N: -0.3343 1.8344 1.1334
N: -0.2416 0.4776 1.2178
H: 3.5763 0.8411 -1.9492
H: 4.2044 2.2811 -2.6876
H: 3.2385 2.3998 -1.2401
H: 2.2267 1.2360 -3.8693
H: 2.0786 2.9488 -3.4838
H: -0.7244 2.6882 -1.3115
H: 0.4035 3.6764 -2.1112
H: -1.8698 3.5800 -3.1974
H: -0.5506 3.0843 -4.3298
H: -1.5667 1.8485 -3.5541
H: -1.4984 0.6795 -1.2462
H: -1.1652 -0.9773 -1.7209
H: 0.6773 -2.7242 -1.2580
H: 0.4035 -5.0751 -2.0775
H: -1.8933 -7.3672 -0.7246
H: -2.4057 -5.9153 1.1093
H: -2.0361 -3.6227 1.9663
H: -0.0407 0.6856 5.8331
H: -0.6179 -0.8271 5.1081
H: 1.1653 -0.4762 5.2091
H: -0.0611 2.5276 4.4309
H: 0.1618 4.5484 2.9633
H: -0.1274 4.3599 1.1868
H: -1.4831 4.2938 2.3930

Computed properties:
- Calculated total energy: -1146.018522 Ha
- HOMO energy: -7.840 eV
- Relative energy (zero: lowest compared OMol25 entry of this formula, charge and spin): 57.5 kcal/mol
- SMILES: CCN(CC)C(=O)Cc1c(-c2ccc(O)cc2)nc2c(C)cc(C)nn12

The following is a DFT calculation (the ωB97M-V functional and the def2-TZVPD basis) of 11 unconnected molecules or ions with the total composition C8H38O11 at a distorted geometry.

CARTESIAN COORDINATES (ANGSTROEM)
C: -4.1617 -4.5168 0.6696
C: -3.0235 -3.4831 0.9663
O: -1.8603 -3.9241 0.3586
H: -5.1144 -4.3383 1.1682
H: -3.9890 -5.5028 1.1010
H: -4.4016 -4.8245 -0.3482
H: -2.9056 -3.5111 2.0495
H: -3.2947 -2.4788 0.6406
H: -2.0514 -3.8799 -0.5811
C: -0.0656 -1.5064 -0.3317
C: 0.4789 -0.0407 -0.4405
O: 0.0124 0.7521 0.6695
H: 0.1871 -2.1201 -1.1963
H: -1.1487 -1.3854 -0.3446
H: 0.1804 -2.0167 0.5996
H: 0.1204 0.5004 -1.3162
H: 1.5599 0.0505 -0.5468
H: -0.4788 1.4215 0.1875
C: 3.0033 1.4159 4.4438
C: 2.0516 1.3521 3.2508
O: 0.7711 1.3590 3.8801
H: 4.0317 1.2741 4.1115
H: 2.9276 0.6609 5.2264
H: 2.9329 2.3529 4.9962
H: 2.2462 0.5039 2.5944
H: 2.2373 2.2934 2.7335
H: 0.8513 2.0588 4.5325
C: 2.6291 1.0292 -5.7040
C: 2.0666 0.2367 -4.6607
O: 1.7392 1.0801 -3.5501
H: 3.4876 1.6846 -5.5571
H: 1.7966 1.5651 -6.1599
H: 2.9535 0.3870 -6.5228
H: 2.6744 -0.6660 -4.5988
H: 1.1420 -0.1944 -5.0446
H: 1.1832 1.7464 -3.9605
O: -3.3753 0.6854 -0.8782
H: -3.1551 0.2974 -0.0313
H: -2.5964 1.1852 -1.1229
O: -1.0877 2.8467 -0.5805
H: -0.9852 3.4539 0.1523
H: -0.2577 2.9000 -1.0543
O: -1.1738 -3.8474 -3.3604
H: -1.2926 -2.9792 -3.7456
H: -0.2931 -3.8254 -2.9862
O: -3.0674 2.4561 1.3424
H: -2.8108 2.8639 0.5153
H: -2.2616 2.4321 1.8584
O: -1.0568 -0.6792 2.8216
H: -0.4340 -0.0502 3.1859
H: -0.6426 -0.9878 2.0157
O: -0.3524 3.2566 2.1416
H: 0.3596 3.8436 2.3961
H: 0.0316 2.3808 2.1850
O: 4.7367 1.1321 0.6598
H: 3.8127 1.2972 0.4721
H: 5.1330 2.0026 0.6981

Computed properties:
- Calculated total energy: -1155.117457 Ha
- HOMO energy: -9.852 eV
- Relative energy (zero: lowest compared OMol25 entry of this formula, charge and spin): 54.1 kcal/mol
- SMILES: CCO.CCO.CCO.CCO.O.O.O.O.O.O.O

The following is a DFT calculation (the ωB97M-V functional and the def2-TZVPD basis) of a single CH2Cl2NO3P molecule at a distorted geometry.

CARTESIAN COORDINATES (ANGSTROEM)
C: -1.8225 -0.3804 0.0203
P: -0.1965 -0.8020 0.0271
Cl: 0.1123 -2.5265 0.9160
Cl: 0.8870 -0.8118 -1.6710
O: 0.6468 0.1713 0.8952
N: 1.5174 1.4374 0.3273
O: 1.0358 1.8607 -0.6467
O: 2.4009 1.6499 1.0034
H: -2.3118 -1.1521 -0.3786
H: -2.2693 0.5535 -0.4931

Computed properties:
- Calculated total energy: -1581.361325 Ha
- HOMO energy: -8.342 eV
- Relative energy (zero: lowest compared OMol25 entry of this formula, charge and spin): 83.0 kcal/mol
- SMILES: C=P(Cl)(Cl)O[N+](=O)[O-]

The following is a DFT calculation (the ωB97M-V functional and the def2-TZVPD basis) of 4 unconnected molecules or ions with the total composition C27H63BrN4O15P3 at a distorted geometry.

CARTESIAN COORDINATES (ANGSTROEM)
C: 4.7608 -2.4381 0.9026
C: 4.8768 -2.7753 -0.5625
O: 5.8950 -3.2533 -1.0047
O: 3.8029 -2.5734 -1.4462
C: 3.4474 -1.2231 -1.5777
N: 2.1525 -1.0432 -0.8981
C: 1.7860 0.1455 -0.5044
N: 2.5556 1.2524 -0.7314
C: 1.5477 2.3414 -0.5787
C: 1.9101 3.8245 -0.7698
C: 3.3556 4.3357 -0.6136
N: 4.4120 3.3553 -0.4631
C: 0.5205 1.8896 0.4748
C: 0.7252 1.9305 2.0123
C: 2.0223 2.3511 2.6833
C: 2.4300 3.8304 2.5471
Br: 3.5293 1.1146 2.3695
O: -0.6495 2.4923 0.0528
C: -1.8538 1.9035 0.5602
C: -3.0066 2.6934 -0.0602
C: -3.0039 4.0845 0.6265
C: -4.4269 2.1064 0.0763
C: -4.6111 0.6016 0.3151
C: -4.0459 -0.3166 -0.7781
C: -4.2328 0.1229 1.7314
N: 0.5975 0.4006 0.1429
H: 3.7760 -2.6603 1.3144
H: 5.4954 -3.0215 1.4473
H: 4.9846 -1.3895 1.1080
H: 4.1689 -0.6440 -0.9947
H: 3.4358 -0.8982 -2.6155
H: 1.5393 -1.8115 -0.6635
H: 2.8642 1.2763 -1.6971
H: 0.9450 2.1514 -1.4751
H: 1.2608 4.3860 -0.0974
H: 1.5592 4.1149 -1.7587
H: 3.3866 5.0434 0.2265
H: 3.6067 4.9559 -1.4738
H: 4.3681 2.7996 0.3768
H: 5.3358 3.7144 -0.6304
H: 0.4873 0.9405 2.4000
H: -0.0503 2.5741 2.4372
H: 1.8433 2.2087 3.7447
H: 2.5281 4.2597 3.5441
H: 3.4260 3.8892 2.1178
H: 1.6941 4.4360 2.0253
H: -1.9534 0.8487 0.3051
H: -1.9368 1.9902 1.6474
H: -2.7449 2.8682 -1.1070
H: -3.3854 3.9529 1.6431
H: -2.0147 4.5339 0.6678
H: -3.7325 4.7213 0.1262
H: -4.9553 2.6547 0.8590
H: -4.9654 2.3473 -0.8442
H: -5.6916 0.4354 0.2794
H: -3.0160 -0.6382 -0.6045
H: -4.6348 -1.2378 -0.7363
H: -4.2096 0.0754 -1.7812
H: -4.7000 -0.8581 1.8444
H: -3.1593 0.0327 1.8850
H: -4.7178 0.7490 2.4799
H: -0.0850 0.0998 -0.5556
C: -7.8983 -7.0230 0.9766
O: -7.2979 -6.8953 -0.3266
P: -6.4175 -5.5308 -0.6082
O: -7.4187 -4.4471 -0.4298
O: -6.1794 -5.9354 -2.1534
C: -7.3022 -5.9702 -3.0341
O: -5.0106 -4.6631 -0.5513
C: -3.7757 -5.4057 -0.6229
H: -8.1116 -8.0762 1.1449
H: -7.2296 -6.6703 1.7592
H: -8.8283 -6.4585 1.0057
H: -8.0933 -5.2988 -2.7022
H: -7.6887 -6.9872 -3.1013
H: -6.9596 -5.6586 -4.0187
H: -3.6431 -5.8225 -1.6223
H: -3.7552 -6.2076 0.1153
H: -2.9589 -4.7174 -0.4160
C: 6.7193 -5.8661 -1.9502
O: 7.1743 -7.2076 -1.6928
P: 6.1467 -8.1680 -0.8322
O: 5.9976 -7.4207 0.4463
O: 7.2257 -9.3666 -0.7796
C: 8.4318 -9.1755 -0.0419
O: 4.8771 -9.2151 -0.7331
C: 4.6313 -10.0903 -1.8559
H: 7.2731 -5.4740 -2.8011
H: 5.6562 -5.8496 -2.1849
H: 6.9152 -5.2475 -1.0833
H: 8.3009 -8.4501 0.7603
H: 9.2263 -8.8435 -0.7105
H: 8.7118 -10.1351 0.3876
H: 5.4166 -10.8433 -1.9263
H: 4.5748 -9.5275 -2.7878
H: 3.6796 -10.5880 -1.6881
C: -2.1994 11.5737 -0.1772
O: -1.7576 10.6389 0.8269
P: -1.9610 9.0386 0.4912
O: -3.4307 8.9198 0.3230
O: -1.4245 8.6123 1.9558
C: -2.2030 8.9675 3.0986
O: -1.4582 7.6094 -0.1746
C: -0.0445 7.3614 -0.2710
H: -1.6863 12.5170 -0.0047
H: -1.9625 11.2226 -1.1794
H: -3.2729 11.7259 -0.0852
H: -3.2581 9.0719 2.8484
H: -1.8330 9.9006 3.5233
H: -2.0883 8.1756 3.8365
H: 0.3787 7.1948 0.7224
H: 0.4695 8.1907 -0.7572
H: 0.0933 6.4619 -0.8688

Computed properties:
- Calculated total energy: -6012.040515 Ha
- HOMO energy: -11.390 eV
- Total charge: +1

The following is a DFT calculation (the ωB97M-V functional and the def2-TZVPD basis) of a molecular structure, CH2LiO2.

CARTESIAN COORDINATES (ANGSTROEM)
H: 0.9442 1.9863 -1.1190
O: 1.1178 0.3856 0.1066
O: -2.2480 -1.1373 0.0612
C: 1.4949 1.4554 -0.3195
H: 2.4497 1.8957 0.0239
Li: -0.4800 -0.7231 0.1144

Computed properties:
- Calculated total energy: -197.221188 Ha
- HOMO energy (spin up / spin down): -8.387 / -7.511 eV
- 2S+1: 2

The following is a DFT calculation (the ωB97M-V functional and the def2-TZVPD basis) of 2 unconnected molecules or ions with the total composition C6H13N2P at a distorted geometry.

CARTESIAN COORDINATES (ANGSTROEM)
C: -1.3117 1.0816 0.7759
C: -1.5236 -0.1228 -0.0663
P: -0.2778 -1.2824 -0.2759
N: -1.0845 -2.3723 -1.3054
C: -2.0520 -3.3315 -0.8913
C: -0.8226 -3.8250 -1.5987
H: -0.3212 1.3755 0.7018
H: -1.8913 1.9969 0.4273
H: -1.5092 0.8012 1.7756
H: -2.5245 -0.2835 -0.6583
H: -3.0472 -3.2187 -1.3504
H: -2.1300 -3.6438 0.2399
H: 0.0309 -4.3263 -1.0478
H: -0.8737 -3.9795 -2.7144
C: 2.4134 1.3665 0.5485
C: 3.1034 1.7535 1.8355
N: 2.2020 2.6596 1.1486
H: 3.0018 1.5508 -0.3480
H: 1.6436 0.5936 0.5566
H: 2.7102 1.2135 2.6849
H: 4.1377 2.0141 1.9439
H: 1.2111 2.9607 1.2646

Computed properties:
- Calculated total energy: -687.105025 Ha
- HOMO energy: -8.200 eV
- Relative energy (zero: lowest compared OMol25 entry of this formula, charge and spin): 34.2 kcal/mol
- SMILES: C/C=P/N1CC1.C1CN1

The following is a DFT calculation (the ωB97M-V functional and the def2-TZVPD basis) of 2 unconnected molecules or ions with the total composition C2H5N3O3 at a distorted geometry.

CARTESIAN COORDINATES (ANGSTROEM)
N: -2.2864 -1.1851 0.2394
N: -2.5416 -0.1391 -0.0759
O: -2.7368 0.8839 -0.5589
C: 1.0056 1.6133 -0.2076
O: 1.1319 0.2821 0.3899
C: 0.7008 -0.7535 -0.3171
N: 0.6076 -1.7705 0.6923
O: 0.5816 -0.8562 -1.5091
H: 1.5743 1.5709 -1.1840
H: 1.4181 2.3046 0.6335
H: -0.1048 1.8740 -0.3815
H: -0.1367 -2.4249 0.7005
H: 0.7865 -1.3994 1.5785

Computed properties:
- Calculated total energy: -469.135492 Ha
- HOMO energy: -10.284 eV
- Relative energy (zero: lowest compared OMol25 entry of this formula, charge and spin): 40.9 kcal/mol
- SMILES: N#[N+][O-].COC(N)=O